Here is 10 unconnected molecules or ions with the total composition C37H97N6O14 from the Open Molecules 2025 dataset. Energies are from the ωB97M-V functional and the def2-TZVPD basis.

Last column: Mulliken charge in e.
Element x y z (Å)
C 1.57106 -0.28713 1.34581  -1.5928
C 0.56254 0.26138 0.19692  2.2929
C -0.91816 0.09017 0.65490  -0.7156
C -1.27630 1.12653 1.72357  0.4101
C -0.97802 2.53235 1.22229  -1.0906
C 0.53454 2.76294 0.84579  2.6486
N 0.91871 1.68918 -0.13068  0.9319
O 2.12157 1.92779 -0.82792  -0.8204
C 1.49742 2.79745 2.13854  -1.6511
C 0.47969 4.18363 0.13405  -2.1185
C 0.46642 -0.64030 -1.00744  -1.3559
H 1.51296 -1.37380 1.28359  0.2974
H 1.20077 -0.00123 2.33031  0.1679
H 2.57869 0.12396 1.28414  0.1260
H -1.06057 -0.96618 0.88279  0.6486
H -1.66648 0.21142 -0.12831  -0.6696
H -0.70689 0.91926 2.62962  -0.2284
H -2.31214 0.86816 1.94351  -0.2914
H -1.16351 3.11816 2.12258  0.5804
H -1.56378 2.64143 0.30956  -0.2924
H 1.04896 2.54472 3.09932  -0.3757
H 2.05070 3.72112 2.30830  0.7548
H 2.36305 2.15818 1.96502  0.5122
H -0.20358 4.30903 -0.70591  0.2203
H 1.49252 4.38364 -0.21560  0.4441
H 0.24305 5.01592 0.79692  0.4283
H -0.35240 -0.46320 -1.70478  0.1686
H 0.32895 -1.70161 -0.80054  0.5814
H 1.37395 -0.68861 -1.60923  -0.7493
C 3.96116 -7.22457 4.38686  -1.4764
C 4.67217 -6.62765 3.18108  0.5701
C 3.63444 -5.81408 2.36428  -0.7932
O 4.22336 -5.01668 1.32134  -0.3607
C 3.31959 -4.43028 0.36676  -0.5277
N 5.82752 -5.94159 3.75096  -0.5945
H 3.65738 -6.42545 5.06304  0.4267
H 4.44870 -8.08182 4.85112  0.3416
H 3.00049 -7.64643 4.09149  0.3792
H 5.09278 -7.29022 2.42465  0.2193
H 3.20055 -5.06535 3.02702  0.3101
H 2.80891 -6.47301 2.09517  0.3631
H 3.94611 -3.80603 -0.27033  0.0940
H 2.64597 -3.81264 0.96076  0.2937
H 2.88142 -5.15615 -0.31824  0.3092
H 5.87069 -5.79939 4.74997  0.2354
H 5.94598 -5.09251 3.21698  0.2114
C -6.89876 1.36771 2.10460  -1.6360
C -5.71012 1.81771 1.26397  0.5633
C -5.25691 3.10453 1.73328  -0.8814
O -4.31548 3.71754 0.83912  -0.1544
C -3.85363 4.97875 1.41016  -0.7871
N -4.69734 0.71933 1.32862  -0.5425
H -6.79282 1.63057 3.15711  0.3609
H -6.90083 0.27849 2.06337  0.4127
H -7.89070 1.66124 1.76111  0.4128
H -5.91521 2.01483 0.21174  0.3907
H -4.87269 3.07114 2.75277  0.3170
H -6.08830 3.80726 1.67787  0.4343
H -3.02659 5.36493 0.81437  0.1963
H -3.47205 4.77579 2.41081  0.2958
H -4.69009 5.66374 1.27158  0.3756
H -3.87675 1.00870 0.81578  0.0382
H -4.27632 0.67518 2.24563  0.2792
C -3.01551 1.46923 7.30050  -1.7470
C -2.28925 1.78579 6.06613  0.6336
C -0.85403 2.36979 6.25945  -0.2973
O -0.82224 3.78224 6.36205  -0.3713
C 0.37439 4.33005 6.02327  -0.7041
N -2.31737 0.52246 5.44032  -0.7270
H -3.11959 2.34127 7.94611  0.4024
H -2.46922 0.76300 7.92573  0.3908
H -4.00364 1.03193 7.15746  0.3866
H -2.82776 2.56840 5.53168  0.1976
H -0.27708 1.90327 5.46095  0.2262
H -0.39844 2.02088 7.18617  0.2434
H 0.14018 5.06614 5.25423  0.2310
H 1.07263 3.59907 5.61555  0.3512
H 0.82705 4.88716 6.84353  0.2792
H -1.93312 0.69733 4.52279  0.2188
H -1.64173 0.00563 5.98483  0.3312
C -3.19135 -5.76878 -1.88441  -1.7338
C -2.45400 -4.42053 -1.52664  0.8066
C -3.23252 -3.06916 -1.77302  -0.1132
O -4.44479 -2.91171 -1.00755  -0.4203
C -5.18934 -1.74650 -1.46283  -0.5307
N -1.87642 -4.56920 -0.23298  -0.6686
H -4.13151 -5.85936 -1.34037  0.4445
H -2.75715 -6.68769 -1.49049  0.4335
H -3.42516 -5.77416 -2.94902  0.3413
H -1.58898 -4.48593 -2.18662  -0.1239
H -3.33087 -3.09805 -2.85819  0.4391
H -2.56494 -2.24803 -1.51189  -0.0147
H -5.85534 -2.10707 -2.24677  0.3637
H -4.71145 -0.88248 -1.92456  0.1523
H -5.78353 -1.39438 -0.61959  0.1578
H -1.74076 -3.68533 0.23656  0.1685
H -2.48372 -5.03912 0.42312  0.2913
C -1.54347 -5.77148 -5.46201  -1.1213
C -0.38777 -4.89574 -5.80236  0.3869
C -0.46582 -3.41011 -5.12795  -0.4397
O 0.74442 -2.69719 -5.32096  -0.4577
C 0.82829 -1.53721 -4.67942  -0.2540
N 0.83542 -5.40035 -5.13102  -0.8124
H -1.50843 -6.73803 -5.96466  0.3774
H -2.37322 -5.25350 -5.94296  0.3762
H -1.93665 -5.86273 -4.44949  0.0771
H -0.24352 -4.64960 -6.85436  0.3949
H -0.64765 -3.47812 -4.05538  0.0461
H -1.31778 -2.91900 -5.59814  0.3728
H 0.83046 -1.67120 -3.59769  0.0370
H -0.09394 -0.98945 -4.87321  0.2112
H 1.76806 -1.05618 -4.95061  0.3081
H 1.46423 -4.61020 -5.15004  0.3122
H 1.24177 -5.90353 -5.90677  0.2609
C 4.68383 -1.11824 -2.19048  0.3323
C 5.50663 -0.83744 -0.87690  -0.6113
O 5.27607 0.48103 -0.47579  -0.3458
O 4.76464 -0.08538 -3.26221  -0.5156
H 3.60673 -1.01728 -2.05724  -0.4473
H 4.96052 -2.08998 -2.59947  0.5236
H 6.55749 -1.05559 -1.06720  0.4018
H 5.39002 -1.56715 -0.07564  0.2610
H 5.75921 0.61160 0.34344  0.1799
H 4.93716 -0.55910 -4.07917  0.2572
C 1.13414 5.03235 -3.78253  0.1246
C 0.38639 4.78780 -5.08897  -0.4596
O 0.35627 3.39641 -5.25604  -0.5020
O 2.50078 4.67270 -3.91347  -0.4692
H 0.67593 4.61758 -2.88470  -0.1324
H 1.17879 6.09526 -3.54518  0.2978
H 0.97715 5.14756 -5.93139  0.3928
H -0.60893 5.23010 -5.04624  0.2101
H -0.20783 3.09112 -4.54176  0.1997
H 2.83564 5.00105 -4.75112  0.2535
C -2.79603 1.75426 -4.19768  -0.6239
C -2.33988 2.17525 -2.77121  0.2413
O -0.99729 2.41896 -2.59480  -0.0376
O -2.79007 2.85570 -5.03733  -0.5583
H -3.87105 1.57569 -4.17438  0.3205
H -2.16921 0.95445 -4.59200  0.1605
H -2.50922 1.34294 -2.08807  -0.2237
H -2.86540 3.08393 -2.47756  0.3682
H -0.47233 1.83628 -2.04117  -0.0956
H -2.57726 2.59206 -5.93556  0.3295
C 6.43915 4.63618 0.66757  -0.5751
C 5.12961 4.52192 1.39611  -0.4336
O 4.14632 4.08894 0.39265  -0.4171
O 6.74402 3.59357 -0.24110  -0.4393
H 7.26516 4.76653 1.36672  0.3752
H 6.41602 5.53927 0.05767  0.2838
H 4.89717 5.41998 1.96844  0.3418
H 5.07818 3.69854 2.10849  0.2910
H 3.29475 4.02384 0.83105  0.0296
H 7.68282 3.51707 -0.42657  0.2582

Results
- net charge = -1
- M (g mol⁻¹) = 850.21
- orbital gap (eV) = 4.15